Below is H26HeO13 as an isolated structure, with properties calculated with ωB97M-V with the def2-TZVPD basis set.

Calculated values
Energy relative to the best compared isomer or geometry (same formula, charge and spin) = 27.2 kcal/mol
2S+1 = 1
E_HOMO = -9.2 eV
Orbital gap = 8.8 eV
M = 238.20 g mol⁻¹
Charge = 0
F_max = 1.013 eV Å⁻¹

Each line ends with the Mulliken charge.
Atoms and positions in Å:
He -0.54387 0.23184 -0.42485  0.02
O 2.89980 1.58962 -0.02442  -0.70
H 3.71916 1.90823 -0.40306  0.31
H 2.21597 1.98288 -0.56661  0.40
O 3.45004 -1.04103 0.90524  -0.71
H 3.24850 -0.25979 0.39019  0.40
H 3.80773 -1.66149 0.27016  0.34
O -0.20159 -3.57807 -0.13775  -0.71
H -0.84529 -3.44413 0.55790  0.30
H 0.37767 -4.26137 0.19959  0.31
O 1.27026 -2.33712 -2.11044  -0.64
H 1.09206 -2.76738 -2.94671  0.31
H 0.76996 -2.84205 -1.46936  0.40
O 1.12758 0.43234 -3.10492  -0.60
H 0.79724 1.08411 -2.48661  0.32
H 0.79818 -0.40258 -2.77233  0.36
O 0.79163 2.73868 -1.70873  -0.72
H 0.92799 3.65101 -1.96427  0.29
H -0.13992 2.68598 -1.49501  0.35
O -0.03784 0.42189 3.27465  -0.67
H 0.43283 -0.39419 3.10520  0.51
H 0.35100 1.05331 2.66938  0.31
O -3.62966 -1.28806 0.70829  -0.66
H -4.49470 -1.65573 0.52733  0.28
H -3.32428 -0.96463 -0.13928  0.45
O -2.65049 0.13701 3.04068  -0.65
H -1.73348 0.00113 3.27915  0.39
H -2.72128 -0.21047 2.15160  0.29
O -1.97270 2.13178 -1.68567  -0.74
H -2.42592 2.36818 -2.49495  0.32
H -2.47107 2.56874 -0.99508  0.32
O 1.28077 -1.81316 2.38922  -0.70
H 0.67157 -2.15412 1.73435  0.30
H 2.04547 -1.53624 1.88445  0.41
O 0.63969 2.71226 2.06880  -0.69
H 0.22078 3.32348 1.46287  0.27
H 1.57594 2.80165 1.89080  0.31
O -2.75436 -0.52542 -1.66251  -0.69
H -2.27969 -0.99057 -2.35139  0.32
H -2.28579 0.30366 -1.56600  0.32